(1)
# C26H28GaN4S4

A structure of composition C26H28GaN4S4 (ωB97M-V/def2-TZVPD, OMol25).

Output
total charge	+1
calculated total energy	-4743.94570	hartree
HOMO-LUMO gap	7.46	eV
multiplicity	1

Atoms and positions in Å:
Ga (-1.2105, 0.8839, 0.0689)
S (-1.6871, 1.7386, 2.1136)
S (-2.5887, -0.4364, -1.1733)
S (-0.4754, -1.6372, 0.8988)
S (-0.5805, 2.8340, -0.9163)
N (3.3072, -1.1841, -0.9220)
N (4.6456, 0.0271, -2.4888)
N (1.5448, 0.3783, 0.8419)
N (2.4885, 0.7854, -2.1017)
C (-3.1210, -1.2055, 0.3400)
C (0.3230, 5.1189, 2.9223)
C (-0.4012, 3.9445, 3.0071)
C (2.5819, -1.0586, -3.6251)
C (2.5229, 1.2437, 0.5553)
C (0.2237, -0.9362, 2.4274)
C (3.1693, 1.9813, 1.5341)
C (1.2508, 0.1284, 2.1193)
C (-4.4835, -1.2827, 0.6191)
C (2.8427, 1.7442, 2.8603)
C (-4.0216, -2.3530, 2.7221)
C (5.8362, -0.7135, -2.0616)
C (-0.2892, 3.6722, 0.6181)
C (0.7314, 5.5916, 1.6820)
C (-2.2148, -1.7232, 1.2720)
C (4.4469, -1.9696, -0.4354)
C (1.9049, 0.7738, 3.1620)
C (-2.6649, -2.3020, 2.4529)
C (-0.7242, 3.2082, 1.8652)
C (5.4801, -2.1041, -1.5461)
C (3.0897, 1.3063, -0.8152)
C (0.4272, 4.8691, 0.5437)
C (3.9959, -0.4345, -3.7676)
C (1.5916, -0.1678, -2.8218)
C (3.6369, 0.0609, -1.4948)
C (-4.9286, -1.8502, 1.8003)
H (-4.3664, -2.7956, 3.6466)
H (4.6433, -1.1715, -4.2408)
H (-0.7416, 3.5834, 3.9695)
H (6.3038, -0.1279, -1.2651)
H (-1.9583, -2.7236, 3.1563)
H (2.6670, -2.0145, -3.1211)
H (3.9448, 2.6872, 1.2686)
H (0.9335, 0.4171, -3.4594)
H (-0.6089, -0.5295, 3.0000)
H (0.7051, -1.7256, 3.0055)
H (1.6592, 0.5359, 4.1881)
H (2.8235, 1.4255, -2.8147)
H (3.3440, 2.2892, 3.6486)
H (0.9873, -0.7589, -2.1390)
H (2.1898, -1.2363, -4.6261)
H (3.9525, 0.4273, -4.4406)
H (6.3697, -2.6111, -1.1734)
H (-5.1802, -0.8788, -0.1025)
H (-5.9897, -1.8903, 2.0064)
H (2.5442, -1.1290, -0.2593)
H (0.5622, 5.6687, 3.8229)
H (0.7223, 5.2291, -0.4343)
H (4.0649, -2.9469, -0.1453)
H (3.5830, 2.2463, -1.0256)
H (6.5299, -0.7567, -2.8992)
H (5.0612, -2.7053, -2.3567)
H (1.2817, 6.5193, 1.5984)
H (4.9100, -1.5059, 0.4465)

=====

(2)
# C26H28GeKN2O4S

A structure of composition C26H28GeKN2O4S (ωB97M-V/def2-TZVPD, OMol25).

Output
total charge	0
calculated total energy	-4493.18451	hartree
HOMO-LUMO gap (spin up / spin down)	4.68 / 8.35	eV
relative energy (zero: lowest compared OMol25 entry of this formula, charge and spin)	33.1	kJ/mol
multiplicity	2

Atoms and positions in Å:
Ge (2.1683, -2.1381, 2.0800)
K (-0.8559, -0.5381, -0.6235)
S (-0.9479, -0.3674, -4.2459)
O (0.9505, -0.7888, 1.7923)
O (0.7170, -0.3141, 3.9772)
O (-1.6736, 1.6902, -1.3911)
O (-2.2449, 3.8109, -0.8720)
N (-0.5621, 1.3449, 1.1505)
N (-1.9516, -2.9878, -1.6336)
C (-0.1112, 1.2687, 2.4031)
C (-1.2543, 3.6273, 1.6920)
C (5.0993, 0.5167, 0.5923)
C (6.0389, -1.6963, 0.5153)
C (1.7530, -2.4894, -2.5486)
C (1.8013, -2.4681, -1.1843)
C (-1.6806, 2.6055, -0.5311)
C (1.2142, -4.7953, 1.6725)
C (-0.0361, -1.1244, -5.6049)
C (-0.1824, 2.2686, 3.3480)
C (6.1568, -0.3305, 0.2903)
C (3.7936, -1.3678, 1.3462)
C (3.9222, 0.0001, 1.1180)
C (0.8297, -5.9669, 0.9838)
C (1.4097, -3.6747, -3.2347)
C (1.1074, -4.8050, -2.5313)
C (4.8619, -2.2105, 1.0410)
C (-0.7722, 3.4979, 2.9566)
C (1.4994, -3.6257, -0.4196)
C (0.7976, -5.9722, -0.3792)
C (1.1342, -4.8077, -1.1135)
C (1.5487, -3.6431, 1.0085)
C (2.3971, -2.6821, 3.9239)
C (0.0918, 1.0845, -4.0009)
C (0.5383, -0.0142, 2.8193)
C (-1.1603, 2.5316, 0.7806)
H (0.2035, 2.1007, 4.3420)
H (0.8363, -5.7182, -3.0487)
H (3.1432, -3.4802, 3.9685)
H (-1.7123, 4.5464, 1.3546)
H (-0.3618, 1.6565, -3.1918)
H (-1.1978, -3.5737, -1.9800)
H (1.2535, -4.8192, 2.7551)
H (-0.0618, -0.4784, -6.4817)
H (-2.5823, 3.6781, -1.7674)
H (2.0813, -1.5565, -0.6751)
H (1.3811, -3.6862, -4.3162)
H (1.4583, -3.0254, 4.3489)
H (-2.4386, -2.6256, -2.4465)
H (-0.5216, -2.0691, -5.8463)
H (1.0006, -1.3129, -5.3248)
H (0.1253, 1.6831, -4.9105)
H (-0.8394, 4.3176, 3.6606)
H (0.5141, -6.8681, -0.9201)
H (0.5738, -6.8592, 1.5404)
H (1.1051, 0.7900, -3.7204)
H (3.0958, 0.6666, 1.3419)
H (5.1903, 1.5818, 0.4187)
H (1.9901, -1.5921, -3.1072)
H (6.8611, -2.3598, 0.2776)
H (2.7387, -1.8267, 4.5006)
H (-2.5965, -3.5888, -1.1347)
H (4.7736, -3.2812, 1.2008)
H (7.0733, 0.0733, -0.1211)

=====

(3)
# C26H28HfN6O5

A structure of composition C26H28HfN6O5 (ωB97M-V/def2-TZVPD, OMol25).

Output
total charge	+2
calculated total energy	-1760.06569	hartree
HOMO-LUMO gap	7.44	eV
relative energy (zero: lowest compared OMol25 entry of this formula, charge and spin)	0.0	kJ/mol
multiplicity	1

Atoms and positions in Å:
Hf (0.0304, 0.0470, 0.4426)
O (-2.0840, 0.4917, 0.0891)
O (-0.5083, 2.4131, -0.3402)
O (-0.0181, 0.3000, -1.7826)
O (2.3622, 3.2088, 1.6380)
O (-0.0753, -2.0505, 3.9999)
N (0.1619, 1.3903, -3.7486)
N (0.0547, -2.2297, 0.4910)
N (-0.7299, -0.5485, 2.3477)
N (-3.8513, 1.7068, 0.8130)
N (2.3065, 0.1578, -0.1430)
N (1.0390, 1.3077, 1.8024)
C (-0.3122, 2.6745, -1.7215)
C (2.8418, 1.3154, 0.2883)
C (0.1778, -4.9542, 0.9131)
C (4.2351, -0.1953, -1.4961)
C (0.1036, 2.8547, 3.5392)
C (4.7666, 1.0170, -1.0750)
C (4.0521, 1.7933, -0.1750)
C (0.2296, -3.0697, -0.5440)
C (-4.4363, 3.0113, 1.1364)
C (2.9954, -0.5807, -1.0219)
C (-2.6240, 1.5975, 0.3829)
C (-0.0770, -2.7359, 1.7339)
C (0.2863, -4.4368, -0.3724)
C (-4.6821, 0.5218, 1.0413)
C (-0.7826, 0.6263, 3.1495)
C (2.0512, 2.0774, 1.3350)
C (-0.8249, 3.0106, 4.5577)
C (-1.7025, 0.8022, 4.1745)
C (0.1934, 2.6228, -4.5369)
C (-0.0024, -4.0910, 1.9826)
C (-1.7458, 2.8334, 0.2320)
C (0.4862, 0.1678, -4.4854)
C (-1.7175, 1.9950, 4.8794)
C (0.1296, 1.6531, 2.8310)
C (-0.2972, -1.7332, 2.8576)
C (-0.0502, 1.3663, -2.4537)
H (4.7718, -0.8352, -2.1812)
H (0.2297, -6.0221, 1.0765)
H (5.7304, 1.3466, -1.4389)
H (0.5526, 3.3351, -1.8315)
H (-4.1268, -0.3684, 0.7693)
H (-0.2637, 0.0033, -5.2576)
H (0.3120, -2.6181, -1.5257)
H (0.4155, -5.0831, -1.2280)
H (1.4620, 0.2829, -4.9563)
H (-1.1805, 3.1797, -2.1479)
H (-0.1569, 2.3947, -5.5405)
H (-2.4147, 2.1318, 5.6945)
H (-4.9534, 0.4790, 2.0952)
H (-5.5861, 0.5942, 0.4386)
H (-0.8376, 3.9316, 5.1245)
H (-2.2240, 3.5988, -0.3807)
H (-0.4593, 3.3847, -4.1211)
H (-4.6556, 3.5767, 0.2309)
H (-2.3761, -0.0065, 4.4243)
H (4.4157, 2.7400, 0.1992)
H (-5.3679, 2.8418, 1.6674)
H (2.5396, -1.5091, -1.3421)
H (0.5011, -0.6765, -3.8068)
H (-1.5250, 3.2609, 1.2137)
H (1.2119, 3.0071, -4.6000)
H (-3.7763, 3.5825, 1.7879)
H (-0.0887, -4.4388, 3.0021)
H (0.8159, 3.6308, 3.3058)

=====

(4)
# C26H28N2O3

An isolated molecule of C26H28N2O3 (ωB97M-V/def2-TZVPD, OMol25).

Output
total charge	0
calculated total energy	-1342.84937	hartree
HOMO-LUMO gap	9.19	eV
SMILES	CC(C)c1ccccc1NC(=O)COc1ccc(C(=O)NCCc2ccccc2)cc1
relative energy (zero: lowest compared OMol25 entry of this formula, charge and spin)	104.7	kJ/mol
multiplicity	1

Atoms and positions in Å:
O (0.4890, 4.1135, 0.8617)
O (-0.5810, 1.6640, 3.2173)
O (0.3868, -4.3157, 1.3844)
N (-1.4760, 2.9425, 1.0365)
N (0.8829, -3.2782, -0.5586)
C (0.0754, 2.8596, 2.8640)
C (3.5163, -3.3904, -1.7340)
C (-2.6525, -0.0144, -0.1777)
C (-0.8762, -0.6472, 3.0086)
C (-3.5844, 1.1367, 0.2191)
C (-3.8421, 2.6717, -1.7673)
C (3.9213, -2.3800, -0.8695)
C (3.6783, -3.2055, -3.1016)
C (4.4743, -1.2099, -1.3604)
C (0.5376, -3.2877, 0.7518)
C (0.9591, -0.7907, 0.9410)
C (2.8497, -4.6249, -1.1991)
C (-5.0441, 0.7189, 0.0393)
C (4.6303, -1.0357, -2.7250)
C (0.7030, 0.4288, 1.5445)
C (1.3181, -4.4686, -1.2478)
C (0.2980, -1.9422, 1.3512)
C (-2.4383, 4.5753, -2.1258)
C (-2.1481, 3.2056, -0.1680)
C (-0.6087, -1.8552, 2.4068)
C (-3.4741, 3.7591, -2.5397)
C (-3.2018, 2.3701, -0.5729)
C (-1.7799, 4.3003, -0.9430)
C (-0.2251, 0.5091, 2.5765)
C (4.2343, -2.0383, -3.5943)
C (-0.2708, 3.3830, 1.4580)
H (-1.9438, 2.3033, 1.6675)
H (-0.9665, 4.9253, -0.6150)
H (0.8466, -5.3189, -0.7505)
H (-1.6098, 0.2597, -0.0344)
H (-4.6474, 2.0427, -2.1110)
H (-5.7091, 1.5658, 0.1923)
H (-1.0976, -2.7582, 2.7389)
H (3.3703, -3.9854, -3.7839)
H (3.1467, -4.7919, -0.1628)
H (3.1287, -5.4992, -1.7888)
H (3.8054, -2.5160, 0.1972)
H (-2.7980, -0.2626, -1.2267)
H (1.1642, 2.7713, 2.9506)
H (4.7848, -0.4331, -0.6766)
H (-2.1401, 5.4264, -2.7187)
H (1.2264, 1.3051, 1.1949)
H (-1.5827, -0.5681, 3.8197)
H (-0.2664, 3.6022, 3.5923)
H (4.3588, -1.9096, -4.6596)
H (-5.2925, -0.0507, 0.7671)
H (0.9776, -4.4148, -2.2852)
H (-3.9954, 3.9624, -3.4632)
H (-5.2199, 0.3064, -0.9505)
H (1.0608, -2.3989, -1.0157)
H (1.7037, -0.8243, 0.1582)
H (-2.8586, -0.8989, 0.4209)
H (-3.4527, 1.3350, 1.2903)
H (5.0621, -0.1236, -3.1092)